{"formula": "C75H114F15InO29S3V", "method": "ωB97M-V with the def2-TZVPD basis set", "elements": ["O", "V", "O", "In", "C", "F", "F", "F", "S", "O", "O", "O", "C", "F", "F", "F", "S", "O", "O", "O", "C", "F", "F", "F", "S", "O", "O", "O", "C", "O", "C", "C", "O", "C", "C", "O", "C", "H", "H", "H", "H", "H", "H", "H", "H", "H", "H", "H", "H", "H", "H", "C", "O", "C", "C", "O", "C", "C", "O", "C", "H", "H", "H", "H", "H", "H", "H", "H", "H", "H", "H", "H", "H", "H", "C", "O", "C", "C", "O", "C", "C", "O", "C", "H", "H", "H", "H", "H", "H", "H", "H", "H", "H", "H", "H", "H", "H", "C", "O", "C", "C", "O", "C", "C", "O", "C", "H", "H", "H", "H", "H", "H", "H", "H", "H", "H", "H", "H", "H", "H", "C", "O", "C", "C", "O", "C", "C", "O", "C", "H", "H", "H", "H", "H", "H", "H", "H", "H", "H", "H", "H", "H", "H", "C", "O", "C", "C", "O", "C", "C", "O", "C", "H", "H", "H", "H", "H", "H", "H", "H", "H", "H", "H", "H", "H", "H", "F", "C", "C", "C", "C", "C", "C", "H", "H", "H", "H", "H", "F", "C", "C", "C", "C", "C", "C", "H", "H", "H", "H", "H", "F", "C", "C", "C", "C", "C", "C", "H", "H", "H", "H", "H", "F", "C", "C", "C", "C", "C", "C", "H", "H", "H", "H", "H", "F", "C", "C", "C", "C", "C", "C", "H", "H", "H", "H", "H", "F", "C", "C", "C", "C", "C", "C", "H", "H", "H", "H", "H"], "xyz": [[2.579, -1.799, -2.096], [3.656, -0.716, -2.417], [4.456, -1.300, -3.638], [3.352, 1.378, 2.305], [6.269, -2.689, 1.100], [5.512, -3.739, 1.289], [6.789, -2.382, 2.351], [7.144, -3.088, 0.158], [5.558, -1.164, 0.576], [6.791, -0.362, 0.714], [5.075, -1.577, -0.755], [4.413, -0.888, 1.459], [0.162, -0.669, 0.504], [-0.424, -1.001, -0.656], [-0.763, -0.451, 1.435], [0.896, -1.711, 0.856], [0.975, 0.858, 0.199], [1.476, 1.390, 1.516], [1.960, 0.632, -0.812], [-0.160, 1.634, -0.167], [3.951, 3.609, -1.367], [2.665, 3.413, -1.136], [4.064, 3.781, -2.678], [4.233, 4.758, -0.730], [4.838, 2.136, -0.898], [6.228, 2.432, -0.723], [4.107, 1.911, 0.391], [4.424, 1.252, -1.971], [-2.137, 1.106, 5.016], [-1.843, -0.222, 5.370], [-2.682, -1.059, 4.503], [-2.419, -2.497, 4.679], [-1.113, -2.753, 4.129], [-0.585, -3.923, 4.739], [-1.002, -5.155, 4.031], [-2.373, -5.339, 4.298], [-2.864, -6.514, 3.727], [-1.657, 1.339, 4.017], [-1.770, 1.778, 5.771], [-3.184, 1.323, 4.854], [-2.750, -0.679, 3.468], [-3.677, -0.889, 4.937], [-3.213, -3.009, 4.186], [-2.469, -2.693, 5.756], [-0.986, -3.948, 5.768], [0.539, -3.900, 4.693], [-0.463, -6.014, 4.461], [-0.702, -5.107, 2.965], [-2.420, -7.398, 4.224], [-2.598, -6.464, 2.662], [-3.955, -6.491, 3.891], [3.086, 2.236, 7.763], [3.566, 2.799, 6.539], [2.540, 3.207, 5.662], [3.206, 4.128, 4.671], [2.901, 3.909, 3.272], [2.110, 4.894, 2.593], [2.516, 6.343, 2.814], [3.489, 6.870, 1.884], [3.921, 8.091, 2.454], [3.965, 1.908, 8.288], [2.430, 1.398, 7.539], [2.494, 2.995, 8.257], [1.735, 3.746, 6.174], [2.082, 2.328, 5.157], [4.277, 4.024, 4.794], [2.999, 5.130, 4.931], [1.055, 4.774, 2.881], [2.224, 4.675, 1.498], [2.884, 6.410, 3.838], [1.662, 7.030, 2.741], [4.944, 8.204, 2.183], [3.860, 8.068, 3.530], [3.337, 8.847, 1.957], [-3.821, -0.502, -2.114], [-4.711, -1.304, -2.782], [-5.463, -0.607, -3.736], [-6.185, -1.565, -4.613], [-7.456, -1.976, -4.166], [-7.451, -2.916, -3.089], [-8.821, -3.472, -2.755], [-9.602, -2.413, -2.176], [-10.572, -1.885, -3.059], [-3.154, 0.053, -2.792], [-3.285, -1.149, -1.407], [-4.395, 0.260, -1.615], [-4.837, 0.091, -4.263], [-6.198, 0.053, -3.182], [-5.514, -2.440, -4.704], [-6.321, -1.152, -5.605], [-7.171, -2.409, -2.193], [-6.678, -3.667, -3.232], [-8.658, -4.196, -1.946], [-9.442, -3.918, -3.507], [-11.226, -1.176, -2.559], [-11.155, -2.704, -3.430], [-10.029, -1.347, -3.842], [-1.666, 5.720, -3.894], [-0.912, 4.773, -3.058], [-1.425, 3.454, -2.883], [-2.883, 3.506, -2.334], [-3.782, 3.366, -3.405], [-5.108, 3.144, -3.031], [-5.920, 4.431, -2.898], [-5.505, 5.144, -1.746], [-6.035, 4.608, -0.559], [-2.052, 5.136, -4.727], [-0.964, 6.493, -4.120], [-2.571, 6.030, -3.324], [-0.826, 3.031, -2.098], [-1.375, 2.910, -3.812], [-2.962, 4.447, -1.823], [-3.017, 2.644, -1.645], [-5.149, 2.532, -2.124], [-5.576, 2.636, -3.881], [-6.971, 4.174, -2.891], [-5.683, 5.184, -3.683], [-5.400, 5.030, 0.195], [-5.971, 3.529, -0.512], [-7.059, 5.007, -0.449], [0.827, 0.350, -3.456], [2.275, 0.626, -3.479], [2.551, 1.527, -4.580], [2.305, 0.796, -5.885], [3.004, -0.445, -5.827], [3.142, -1.171, -7.024], [3.983, -2.440, -6.828], [4.233, -2.944, -8.125], [5.114, -4.091, -8.045], [0.605, -0.199, -4.366], [0.304, 1.313, -3.338], [0.633, -0.227, -2.587], [3.612, 1.769, -4.503], [1.951, 2.431, -4.430], [2.729, 1.461, -6.681], [1.232, 0.681, -6.138], [3.657, -0.503, -7.776], [2.137, -1.491, -7.393], [3.332, -3.095, -6.210], [4.933, -2.244, -6.286], [5.215, -4.471, -9.051], [4.618, -4.787, -7.430], [6.075, -3.688, -7.745], [5.622, 3.977, 2.390], [5.189, 2.735, 2.963], [6.258, 2.038, 3.561], [5.664, 1.267, 4.651], [4.307, 0.765, 4.323], [4.130, -0.562, 4.950], [3.089, -1.352, 4.204], [2.224, -0.343, 3.643], [0.889, -0.223, 4.145], [4.752, 4.492, 1.951], [6.426, 3.914, 1.662], [5.977, 4.591, 3.216], [6.991, 2.723, 3.977], [6.772, 1.409, 2.806], [5.460, 1.955, 5.462], [6.358, 0.454, 4.830], [3.962, -0.311, 5.992], [5.009, -1.189, 4.965], [2.462, -1.914, 4.899], [3.443, -1.928, 3.347], [0.980, -0.088, 5.243], [0.288, -1.106, 3.927], [0.465, 0.678, 3.678], [-6.366, -3.322, 0.902], [-5.058, -3.618, 0.688], [-4.159, -3.101, 1.614], [-2.824, -3.421, 1.449], [-2.447, -4.367, 0.504], [-3.360, -4.862, -0.410], [-4.703, -4.478, -0.337], [-4.535, -2.436, 2.364], [-2.061, -3.026, 2.114], [-1.447, -4.748, 0.460], [-3.004, -5.538, -1.198], [-5.467, -4.850, -1.051], [-0.356, -2.095, -6.265], [-0.633, -2.618, -5.056], [-1.875, -2.519, -4.432], [-2.088, -3.166, -3.218], [-1.004, -3.847, -2.680], [0.267, -3.886, -3.245], [0.431, -3.327, -4.511], [-2.717, -2.070, -4.902], [-3.082, -3.125, -2.785], [-1.080, -4.429, -1.777], [1.145, -4.301, -2.791], [1.388, -3.432, -5.007], [-2.438, 5.500, 0.241], [-1.711, 6.609, 0.455], [-2.074, 7.483, 1.475], [-1.298, 8.628, 1.549], [-0.258, 8.939, 0.641], [0.095, 8.040, -0.315], [-0.644, 6.871, -0.403], [-3.001, 7.330, 2.045], [-1.634, 9.414, 2.234], [0.152, 9.938, 0.661], [0.827, 8.294, -1.063], [-0.433, 6.183, -1.211], [-4.920, -0.163, 1.510], [-4.368, 1.063, 1.727], [-3.173, 1.430, 1.121], [-2.591, 2.631, 1.453], [-3.262, 3.508, 2.276], [-4.512, 3.217, 2.783], [-5.043, 1.912, 2.595], [-2.673, 0.714, 0.500], [-1.606, 2.844, 1.140], [-2.778, 4.454, 2.564], [-5.024, 3.943, 3.397], [-6.055, 1.700, 2.936], [1.558, -8.546, 1.076], [1.619, -7.212, 1.289], [1.033, -6.385, 0.311], [1.196, -5.004, 0.473], [1.822, -4.527, 1.610], [2.247, -5.331, 2.616], [2.200, -6.728, 2.441], [0.607, -6.888, -0.536], [0.922, -4.231, -0.253], [2.000, -3.454, 1.677], [2.681, -4.779, 3.462], [2.616, -7.459, 3.164], [5.504, -8.331, -3.227], [5.142, -7.041, -2.819], [5.302, -5.966, -3.711], [4.951, -4.728, -3.193], [4.527, -4.639, -1.858], [4.243, -5.725, -1.047], [4.585, -6.940, -1.558], [5.749, -5.978, -4.675], [5.013, -3.837, -3.821], [4.296, -3.654, -1.534], [3.831, -5.539, -0.075], [4.405, -7.864, -1.058]], "forces_ev_per_a": [[-0.4184, -0.2586, 0.3141], [0.3102, -0.0152, -0.9776], [-0.0376, 0.4276, 0.8010], [1.5200, -0.6713, 0.6418], [1.1430, -1.4360, 1.0106], [-1.3330, -0.3126, 0.2991], [0.3802, -0.6982, -1.2466], [0.3395, 0.8559, 1.2066], [1.5795, 0.5305, -1.0972], [-3.0153, -0.2430, -0.5700], [-0.2416, 1.6989, -0.3189], [-0.1813, 1.2745, 0.7812], [-1.0568, -1.9783, -0.1318], [-0.1276, 0.1564, 0.3518], [-0.0956, -0.2778, 0.1896], [0.5189, 0.2153, 0.3920], [-0.2561, 1.9109, -1.8312], [0.5653, -0.2402, 0.5846], [0.4616, -0.2192, 1.0177], [-0.1143, 0.5117, -0.1925], [-1.3836, 1.9341, -0.9015], [-0.9750, -0.4677, 0.2646], [0.6304, 0.3489, -0.2537], [0.9075, -0.6917, -0.0660], [1.0323, 0.4361, 1.4846], [-0.9793, -0.3233, -0.3146], [0.4301, -0.4259, 0.1013], [0.4267, -0.6257, 0.5510], [0.9969, 0.4212, -1.4059], [-0.6085, -0.6533, -1.2511], [-0.9379, 1.6229, 1.4268], [1.1652, 1.2784, -0.0809], [-0.5094, -0.5359, 0.8186], [1.0194, 0.3195, 0.0633], [0.0187, -0.9464, 0.3164], [0.3208, 0.6800, -0.0363], [-0.3402, -0.0968, -0.0844], [-0.3217, 0.0325, 0.8824], [0.3206, 0.2205, 0.3627], [-0.5540, -0.2330, 0.2128], [0.6174, -0.2372, 0.2028], [-0.3030, -0.1197, -0.3779], [-0.3568, -0.8904, -0.4150], [0.2297, -0.2765, -0.1787], [0.7201, -0.2076, -0.1618], [-0.9172, 0.3222, 0.2675], [0.2035, 0.0285, -0.0573], [-0.5926, -0.0064, 0.1582], [-0.1805, 0.1731, -0.3467], [-0.3925, -0.5812, 0.0091], [0.4829, -0.2545, -0.3081], [-0.2657, 0.3104, -1.2519], [-0.1382, -0.0158, 0.1135], [-0.1952, -0.6472, -0.2679], [0.3317, -0.4422, -0.8581], [0.0724, -0.7830, 0.5610], [-0.4906, 0.4402, -1.4285], [-0.0387, 0.2208, -0.6431], [-0.4359, -1.7717, 1.5351], [0.1677, -0.1990, -1.1167], [0.0988, 0.0130, 0.5241], [-0.0851, -0.3364, 0.0970], [0.0558, 0.0705, 0.6443], [0.0236, -0.1804, 0.2488], [0.1241, 0.2534, 0.1289], [0.2104, -0.2029, -0.1053], [-0.3591, 0.9249, 0.2378], [0.2048, -0.0139, -0.1111], [-0.2651, 0.0125, 0.9048], [0.1541, 0.4151, -0.1183], [-0.3122, -0.4650, 0.1262], [0.8725, 0.3094, -0.2493], [-0.2055, 0.3675, 0.3432], [-0.2331, 0.8538, 0.4366], [0.4466, 0.3979, 0.5165], [-0.1903, -1.3872, -0.8362], [-1.2369, 1.2152, 1.6371], [0.1180, -1.0258, -0.3424], [-0.4082, -0.3854, 0.0434], [-0.0966, 0.3075, -0.5672], [-0.0877, 1.1111, 1.1086], [0.0284, -0.2089, 0.6299], [1.0458, 0.4112, -0.0704], [0.2832, -0.3422, -0.0243], [0.0629, 0.4744, -0.1242], [-0.1118, 0.5683, 0.8727], [0.5741, 0.1963, -0.7054], [0.3605, -0.5303, -0.5176], [-0.1960, 0.0623, -0.1651], [-0.1460, 0.1549, -0.1377], [0.3487, 0.5348, 0.8613], [0.0000, -0.4970, -0.3915], [-0.0542, -0.0333, -0.1880], [0.2392, -0.4605, -0.8924], [0.1084, -0.0886, 0.3857], [-0.5980, -0.3241, -0.6253], [-0.4155, -0.1125, -0.3520], [-0.7820, -2.5601, 1.6611], [0.3592, 0.7126, -0.3058], [-1.5871, 1.7300, 0.5635], [1.3473, -1.3268, -0.5494], [0.3864, 0.1685, -0.2998], [-0.8063, 0.5717, -1.1175], [1.4640, 0.7150, 0.1664], [-0.1485, -0.1782, -0.1059], [-0.2089, 1.1264, -0.2026], [0.1915, 0.4194, -0.5860], [0.0446, 0.5369, -0.3165], [0.6704, 0.3600, -0.3553], [0.5462, -0.3747, 0.1335], [-0.0474, -0.4784, -0.4245], [-0.4124, 0.3559, 0.4901], [-0.0418, 0.4596, 0.0051], [-0.1919, -0.0626, -0.0573], [0.0866, -0.4622, 0.2006], [-0.5490, 0.1454, 0.0856], [-0.3225, -1.0450, -0.0994], [0.1220, 0.0407, 0.8282], [-0.2220, -0.3265, 0.0586], [0.1495, -0.5829, 0.2474], [1.0335, 0.6448, -0.1839], [-0.7193, -0.1081, 0.3967], [0.5325, -1.0106, 0.3855], [0.4740, 0.2753, -1.3158], [-0.3634, 0.5460, 0.7891], [0.1072, 0.7197, -1.2451], [-0.5036, 0.6724, 0.2595], [0.0731, -0.3997, 0.4156], [-0.5382, 2.2704, -1.2834], [-0.4021, 0.0746, 0.1252], [0.1449, -0.3588, -0.3724], [-0.0982, -0.6759, 0.4330], [-0.0955, 0.0279, 0.0254], [0.0213, -0.1391, -0.2690], [-0.2120, -0.4947, 0.2971], [0.4205, -0.1716, 0.2034], [-0.6037, -0.7349, 0.3989], [0.6278, 0.3435, -0.0328], [0.6227, -0.2583, -0.2422], [-0.4788, 0.0333, -0.1636], [-0.0608, -0.1868, -0.2244], [0.0578, -1.2295, 1.0620], [0.3293, -0.5815, 0.5816], [-0.7108, 1.1328, -0.1724], [-0.1891, 0.1798, -0.9217], [0.5461, -0.5231, -1.6996], [-0.9549, -0.1870, 0.7774], [1.7307, -1.1323, -0.8092], [0.3440, 0.3278, 0.0807], [-1.7331, 1.3599, -0.0062], [0.3477, 0.4143, -1.6068], [0.0177, 0.3122, 0.9482], [0.4897, -0.3924, 0.0947], [-0.0424, -0.6368, -0.1464], [0.0303, 0.1298, 0.1036], [0.0870, 0.1956, 0.0580], [-0.2684, 0.2556, 0.1905], [0.2681, -0.3446, 0.6259], [-0.2616, -0.2368, 0.6896], [-0.7392, -0.2140, 0.1447], [0.8336, 0.3428, -0.3782], [0.3635, -0.4422, -0.1023], [0.2815, -0.0898, 0.4344], [-0.4279, 0.0043, -0.4831], [0.0630, 0.0761, -0.0388], [0.0404, -0.4254, 0.2614], [0.2831, -0.0529, -0.4218], [-0.3956, -0.2152, 0.6151], [-0.0076, -0.1241, -1.1132], [0.3277, -0.4284, 0.4948], [-0.2646, 0.1666, -0.2604], [-0.3874, -0.1541, -0.3325], [-0.2594, -0.1434, -0.4327], [-0.0368, 0.2495, 0.2829], [-0.2026, -0.0250, -0.0184], [0.5046, 0.1530, 0.0516], [-0.3736, 0.1923, 0.3860], [0.6260, 0.3103, 0.6367], [-0.6992, 0.5645, -0.3787], [0.6131, -0.8883, 0.3880], [0.3968, -0.2523, -0.2999], [0.9363, -0.1142, -0.6088], [0.4705, -0.6105, 1.1741], [-0.7398, 0.7751, -1.4567], [-0.1288, 0.1782, 0.8942], [-0.3024, 0.5976, -0.4836], [0.2468, -0.1787, 0.1357], [-0.4167, 0.2029, 0.3486], [0.0026, -0.5065, 0.4267], [-0.1620, 0.3137, -0.1913], [-0.0631, -0.1206, 0.0074], [0.6175, 0.4869, -0.1948], [0.1186, -0.2642, -0.6612], [-0.2017, 1.2720, 0.0120], [-1.0443, 0.5403, 1.5682], [-0.4155, -0.3661, -0.3809], [-0.1804, -0.8122, -0.2581], [0.6553, 0.0531, -0.1052], [0.3195, -0.3131, -0.1127], [0.2505, -0.0140, 0.1647], [0.2026, -0.1735, -0.0561], [-0.1485, -0.2671, 0.0221], [0.4423, 0.4880, -0.1862], [-0.5538, 0.2827, 0.5440], [-0.3783, -0.9985, 0.2981], [-0.5552, -0.1546, 0.4313], [0.2699, 1.2059, 0.6086], [-0.0767, -1.5516, 0.2098], [-0.1384, 1.4905, -0.7729], [0.1354, -0.1515, -0.3122], [0.7532, 0.2767, -0.5786], [-0.3189, -0.4207, -0.3040], [-0.1480, -0.0505, 0.0465], [0.3522, -0.3044, 0.1067], [0.1112, 0.3473, 0.2085], [-0.7472, 0.3994, -0.5803], [0.9501, 0.2473, 0.8362], [-0.0899, -0.3919, -0.4804], [-0.3742, 1.4109, -0.6597], [0.8370, -0.7194, 0.6593], [0.3731, -0.2042, 0.9329], [-0.2559, 0.1648, -0.3813], [-0.1974, -0.6713, -0.0923], [-0.1536, -0.2796, 0.1240], [-0.0028, -0.9938, -0.0708], [-0.3552, 0.7029, -0.4794], [-0.3935, 1.5655, 0.3388], [0.4086, -0.8825, -1.3855], [-0.2050, -0.2043, 1.6840], [-0.0196, -0.3132, 0.7067], [-0.6274, 0.8137, -0.9750], [0.7490, 1.2479, -0.7777], [0.1493, -1.2387, -0.6098], [0.1458, -0.7090, -0.6591], [0.0882, -0.1623, 0.3534], [-0.2083, 0.5622, 0.4746], [-0.1092, -0.3179, 0.3541], [-0.0075, -0.4753, 0.4682]], "energy_ha": -8934.2863, "max_force_ev_per_a": 3.15, "charge": 1, "orbital_gap_ha": 0.214}